Entry 1:
The following is a DFT calculation (ωB97M-V with the def2-TZVPD basis set) of C8H10O4S in the gas phase at a distorted geometry.

Structure (ORCA input):
```
! wB97M-V def2-TZVPD RIJCOSX def2/J DEFGRID3
* xyz 0 1
C 0.1618 0.5520 -1.9342
C 1.2850 -1.0248 -0.7554
C 0.6527 1.4154 -0.8073
C 0.1803 -1.4384 0.1759
C -0.3072 1.1588 0.3988
C -0.7906 -0.2286 -0.0076
C -0.5296 -2.7594 -0.1058
C -1.5179 2.1209 0.4862
O 1.9010 0.0063 1.6455
O 3.8205 -0.4368 0.1644
O -0.9109 -0.0152 -1.5049
O 2.0255 1.2779 -0.4181
S 2.4169 -0.1137 0.3143
H 0.7470 2.4580 -1.2720
H 0.3041 -1.5248 1.2089
H 0.2604 1.0973 1.2475
H -1.8160 -0.5322 0.4818
H 0.0562 -3.6342 -0.2421
H -1.1171 -2.7601 -1.0487
H -1.2688 -2.8057 0.6725
H -2.0305 2.1356 1.4430
H -2.3433 1.9832 -0.2352
H -1.1794 3.0686 0.0922
*
```

**HOMO-LUMO gap (alpha / beta)**: 7.132 / 6.098 eV
**Maximum force**: 3.4 eV Å⁻¹
**HOMO (alpha / beta)**: -9.36 / -8.86 eV
**Energy above the lowest of the compared OMol25 structures with the same formula, charge and spin**: 8.348 eV
**E_LUMO (alpha / beta)**: -2.23 / -2.76 eV


Entry 2:
The following is a DFT calculation (ωB97M-V with the def2-TZVPD basis set) of C4H8N2 in the gas phase at a distorted geometry.

Structure (ORCA input):
```
! wB97M-V def2-TZVPD RIJCOSX def2/J DEFGRID3
* xyz 0 1
C 0.2992 2.5514 0.0681
C -0.3931 0.3204 0.6658
C 0.2171 -1.7065 -0.5923
C -0.5795 -2.6497 -0.0526
H 1.4523 2.5332 0.4057
H 0.1871 2.4260 -0.9996
H -0.1541 3.6144 0.4824
H -0.8746 -0.4539 1.4090
H 1.2054 0.1682 -0.7037
H 0.7021 -1.9328 -1.5173
H -1.2711 -2.4652 0.7554
H -0.6429 -3.6348 -0.5375
N -0.4854 1.5420 0.8829
N 0.3376 -0.3127 -0.2663
*
```

**SMILES**: C=CN/C=N\C
**HOMO-LUMO gap**: 9.415 eV
**Maximum force**: 4.2 eV Å⁻¹
**HOMO**: -8.58 eV
**Energy above the lowest of the compared OMol25 structures with the same formula, charge and spin**: 2.080 eV
**E_LUMO**: 0.83 eV


Entry 3:
The following is a DFT calculation (ωB97M-V with the def2-TZVPD basis set) of 7 unconnected molecules or ions with the total composition C36H52F2N7O at a distorted geometry.

Structure (ORCA input):
```
! wB97M-V def2-TZVPD RIJCOSX def2/J DEFGRID3
* xyz 0 2
C 1.4459 -2.9148 -2.0036
C 1.4368 -2.1885 -3.4882
C 0.3319 -0.9473 -3.3784
F -0.6315 -1.1824 -4.5135
C 1.0147 0.5289 -3.5805
F 1.4893 0.5737 -5.0138
C -0.0316 1.7781 -3.4065
C -0.3627 2.2032 -1.8599
C -1.5580 1.1538 -1.3437
C -1.0489 3.6915 -1.8914
N 0.7773 2.0381 -0.8827
O 0.6551 2.9834 0.0650
C 2.1360 2.0315 -1.5440
C 3.2615 1.7037 -0.3509
C 2.5927 3.5251 -2.1399
C 2.3388 0.8183 -2.6597
H 2.2962 -3.7123 -1.8907
H 0.3941 -3.4582 -1.8924
H 1.4915 -2.0871 -1.1655
H 2.4998 -1.7606 -3.7253
H 1.1573 -2.9792 -4.3061
H -0.2620 -1.0915 -2.3803
H -1.0505 1.4569 -3.9389
H 0.3336 2.7334 -4.0225
H -0.9719 0.3158 -0.7279
H -2.1221 0.6330 -2.2272
H -2.2863 1.6567 -0.5588
H -0.3074 4.5871 -1.7545
H -1.9908 3.7421 -1.1606
H -1.5150 3.8194 -2.9827
H 3.1408 2.3905 0.5912
H 4.3050 2.0130 -0.8417
H 3.3193 0.5633 -0.0901
H 1.7405 3.9233 -2.8539
H 2.7654 4.2670 -1.2510
H 3.6175 3.3490 -2.7255
H 3.2419 1.1362 -3.3373
H 2.7007 -0.1408 -2.0583
N 1.0251 -0.4227 1.3941
C 1.3358 0.2645 2.5386
C 1.6391 -0.6548 3.5179
C 1.5126 -1.9416 2.9421
C 1.1354 -1.7685 1.6292
H 0.7574 -0.0025 0.5135
H 1.3129 1.3458 2.5585
H 1.9221 -0.4236 4.5366
H 1.6795 -2.8921 3.4322
H 0.9352 -2.4860 0.8447
N -1.6732 -1.9172 3.6657
C -2.2709 -1.4592 4.8109
C -3.5487 -1.9701 4.8578
C -3.7260 -2.7692 3.7031
C -2.5513 -2.7211 2.9864
H -0.7314 -1.6972 3.3687
H -1.7377 -0.8093 5.4918
H -4.2744 -1.7881 5.6399
H -4.6146 -3.3209 3.4248
H -2.2663 -3.1878 2.0529
N -1.2049 -6.2133 2.8034
C -0.2729 -6.7736 1.9692
C -0.7953 -7.9479 1.4749
C -2.0903 -8.0981 2.0258
C -2.3186 -7.0114 2.8400
H -1.0895 -5.3462 3.3116
H 0.6803 -6.2908 1.8004
H -0.2979 -8.6228 0.7905
H -2.7822 -8.9111 1.8473
H -3.1755 -6.7392 3.4417
N -5.0010 -6.2199 0.6310
C -3.9747 -6.3225 -0.2716
C -4.5196 -6.5943 -1.5067
C -5.9245 -6.6517 -1.3443
C -6.1941 -6.4140 -0.0151
H -4.8946 -6.0297 1.6190
H -2.9471 -6.1953 0.0416
H -3.9654 -6.7347 -2.4256
H -6.6603 -6.8450 -2.1142
H -7.1303 -6.3678 0.5251
N 6.2582 6.4696 0.0757
C 6.9622 5.2955 0.0103
C 6.1781 4.2986 0.5464
C 4.9557 4.8913 0.9437
C 5.0313 6.2318 0.6387
H 6.5914 7.3704 -0.2426
H 7.9589 5.2703 -0.4095
H 6.4559 3.2567 0.6400
H 4.1110 4.3936 1.4023
H 4.3195 7.0350 0.7749
N -0.9863 7.3105 -1.1528
C -0.7740 6.8336 0.1145
C -1.7763 7.3179 0.9250
C -2.6264 8.1100 0.1168
C -2.1168 8.0855 -1.1621
H -0.4011 7.1195 -1.9557
H 0.0708 6.1935 0.3308
H -1.8843 7.1210 1.9838
H -3.5151 8.6405 0.4335
H -2.4601 8.5532 -2.0752
*
```

**HOMO-LUMO gap (alpha / beta)**: 8.316 / 6.859 eV
**Maximum force**: 3.6 eV Å⁻¹
**HOMO (alpha / beta)**: -7.94 / -7.94 eV
**E_LUMO (alpha / beta)**: 0.38 / -1.08 eV